Formula: C6H6O2
Source: the OMol25 dataset
Level of theory: ωB97M-V/def2-TZVPD

Values from the calculation:
E_HOMO in eV: -9.50
Relative energy (zero: lowest compared OMol25 entry of this formula, charge and spin) in eV: 2.407
E_LUMO in eV: 0.830
Multiplicity: 1

Each line ends with the natural charge from an NBO analysis.
CARTESIAN COORDINATES (ANGSTROEM)
C 0.378539 -1.420446 0.276563  -0.0040
C 1.536706 -1.686422 0.210450  -0.2285
C -0.935964 -1.098035 0.655815  -0.5953
C 2.456353 2.021054 0.309513  0.4945
C -1.163574 0.424841 0.254314  0.6343
C -0.857472 0.631709 -1.183251  -0.7226
O 2.669170 2.678423 1.199065  -0.4911
O -1.691463 1.233113 0.959228  -0.5170
H 2.495047 -1.702911 -0.070180  0.2180
H -1.674430 -1.640844 0.101725  0.2470
H -1.005777 -1.390771 1.783233  0.2589
H 0.081565 1.072306 -1.100826  0.2489
H -0.741866 -0.312337 -1.748469  0.2235
H -1.546831 1.190322 -1.647177  0.2336

Forces on atoms 1 to 2 (eV/Å):
C 0.88 -0.86 0.25
C -1.79 0.37 -0.05

***

Formula: C6H6O2
Source: the OMol25 dataset
Level of theory: ωB97M-V/def2-TZVPD

Values from the calculation:
E_HOMO in eV: -8.58
Relative energy (zero: lowest compared OMol25 entry of this formula, charge and spin) in eV: 5.120
E_LUMO in eV: 0.821
SMILES string: c1ccoccoc1
Multiplicity: 1

Each line ends with the natural charge from an NBO analysis.
CARTESIAN COORDINATES (ANGSTROEM)
C 1.525424 -0.114160 1.020794  -0.3344
C 0.705814 -1.500990 0.795163  -0.3266
C -0.623889 -1.509524 0.484294  0.1524
O -1.556275 -0.875087 -0.174096  -0.4318
C -1.471384 0.193084 -0.857996  0.0368
C -0.594764 1.185726 -1.074839  0.0467
O 0.647227 1.424684 -0.576323  -0.5020
C 1.522458 1.001037 0.306157  0.1510
H 2.439118 -0.065236 1.594832  0.2234
H 1.165206 -2.278811 1.203824  0.2149
H -1.373402 -2.264544 0.834147  0.1865
H -2.504727 0.536017 -1.024549  0.1927
H -0.934388 2.151274 -1.537420  0.2095
H 2.098617 1.993490 0.891072  0.1808

Forces on atoms 1 to 2 (eV/Å):
C -0.30 -3.38 -1.67
C -1.56 7.92 -1.23

***

Formula: C6H6O2
Source: the OMol25 dataset
Level of theory: ωB97M-V/def2-TZVPD

Values from the calculation:
E_HOMO in eV: -9.29
Relative energy (zero: lowest compared OMol25 entry of this formula, charge and spin) in eV: 5.144
E_LUMO in eV: -0.395
Multiplicity: 1

Each line ends with the natural charge from an NBO analysis.
CARTESIAN COORDINATES (ANGSTROEM)
C -2.308795 0.285574 -0.161308  -0.3254
C -0.949616 0.301055 -0.073964  -0.1317
C -0.125012 1.501235 -0.832342  0.4102
C -0.056268 -0.597218 0.791737  -0.1411
C -0.163933 -0.970217 2.176184  -0.3576
C 1.149366 -1.172198 0.150726  0.3551
H -2.970394 -0.328830 0.376276  0.2206
H -2.688120 1.134879 -0.896234  0.2091
H -1.019058 2.515030 -1.044616  0.1395
H -0.842864 -0.312892 2.912382  0.2195
H 0.827929 -1.434306 2.837915  0.2290
H 1.786032 -1.810737 0.827873  0.1451
O 1.146415 1.361277 -1.104571  -0.4867
O 1.307588 -0.842844 -1.060403  -0.4857

Forces on atoms 1 to 2 (eV/Å):
C 2.62 3.26 -2.20
C 0.42 0.80 0.47

***

Formula: C6H6O2
Source: the OMol25 dataset
Level of theory: ωB97M-V/def2-TZVPD

Values from the calculation:
E_HOMO in eV: -9.30
Relative energy (zero: lowest compared OMol25 entry of this formula, charge and spin) in eV: 5.560
E_LUMO in eV: 0.761
Multiplicity: 1

Each line ends with the natural charge from an NBO analysis.
CARTESIAN COORDINATES (ANGSTROEM)
C -1.061317 -0.781974 -0.114058  0.6158
C -0.248773 -0.080412 1.075766  -0.3630
C -0.562332 0.975001 0.076088  -0.4088
C -0.305409 0.001460 -1.001020  -0.3672
C 1.282644 -0.149495 -0.731357  0.0414
C 1.138441 -0.552690 0.720364  0.0441
H -0.897489 -0.104553 2.094254  0.2548
H 0.023460 2.107785 0.120130  0.2213
H -1.617384 1.432143 -0.145949  0.2574
H -0.712873 -0.089804 -2.090346  0.2451
H 2.026355 0.704140 -1.125370  0.2564
H 1.851739 -0.562475 1.431163  0.1983
O -2.183533 -1.315214 -0.112710  -0.5365
O 1.266477 -1.583915 -0.196951  -0.4593

Forces on atoms 1 to 2 (eV/Å):
C -3.27 -3.60 3.57
C -4.36 -2.12 2.19

***

Formula: C6H6O3
Source: the OMol25 dataset
Level of theory: ωB97M-V/def2-TZVPD

Values from the calculation:
E_HOMO in eV: -8.18
Relative energy (zero: lowest compared OMol25 entry of this formula, charge and spin) in eV: 1.923
E_LUMO in eV: 0.770
SMILES string: C=COc1ccc(O)o1
Multiplicity: 1

Each line ends with the natural charge from an NBO analysis.
CARTESIAN COORDINATES (ANGSTROEM)
C 1.524072 -0.373602 -1.481438  -0.5404
C 0.525663 -1.226108 -1.700904  0.1421
O -0.571894 -1.515219 -0.956898  -0.4779
C -0.584349 -0.706842 0.149702  0.5367
C -0.217672 -0.830138 1.463566  -0.3355
C -0.305234 0.552820 1.945137  -0.3862
C -0.822394 1.250395 0.885895  0.5518
O -1.235379 2.511522 0.663291  -0.6588
O -1.034228 0.476770 -0.223352  -0.4412
H 2.302953 -0.379855 -2.258088  0.2208
H 1.584647 0.435785 -0.721645  0.2205
H 0.471075 -1.906219 -2.552927  0.1916
H 0.108705 -1.667147 2.036021  0.2426
H -0.072148 0.888009 2.937903  0.2409
H -1.673817 2.489828 -0.186263  0.4931

Forces on atoms 1 to 2 (eV/Å):
C 0.14 0.65 -0.46
C 0.55 -0.87 -1.01

***

Formula: C6H6O5P2S
Source: the OMol25 dataset
Level of theory: ωB97M-V/def2-TZVPD

Values from the calculation:
E_HOMO in eV: -9.59
E_LUMO in eV: -1.660
SMILES string: O=C1C=CC(=O)C(PP(=O)(O)O)=C1S
Multiplicity: 1

Each line ends with the natural charge from an NBO analysis.
CARTESIAN COORDINATES (ANGSTROEM)
O 2.858256 -0.541800 2.301330  -0.4621
C 2.445838 -0.210849 1.203652  0.4828
C 2.946840 0.962359 0.476422  -0.2425
C 2.134212 1.592410 -0.359652  -0.2077
C 0.746946 1.101497 -0.563861  0.4952
O -0.101670 1.857136 -0.989497  -0.4969
C 0.497265 -0.333621 -0.289851  -0.4339
P -0.888769 -1.225729 -1.047904  0.1973
P -2.643189 -0.473164 0.014084  2.0803
O -2.969447 -1.372079 1.116308  -1.0818
O -2.383759 1.015859 0.536722  -0.9828
O -3.856379 -0.351716 -1.034337  -0.9742
C 1.327934 -0.987028 0.540566  -0.1583
S 1.294545 -2.657939 1.020405  0.1288
H 3.953583 1.296949 0.631147  0.2392
H 2.420390 2.468046 -0.905531  0.2350
H -1.034533 -0.665065 -2.338600  0.0072
H -3.219748 1.472936 0.655878  0.5100
H -3.522333 0.011022 -1.863333  0.5010
H -0.005982 -2.959225 0.896051  0.1637

Forces on atoms 1 to 2 (eV/Å):
O -0.12 0.24 -1.01
C 0.30 -0.55 1.10

***

Formula: C6H6O6Tl
Source: the OMol25 dataset
Level of theory: ωB97M-V/def2-TZVPD

Values from the calculation:
E_HOMO (spin up / spin down) in eV: -4.49 / -4.49
Relative energy (zero: lowest compared OMol25 entry of this formula, charge and spin) in eV: 3.020
E_LUMO (spin up / spin down) in eV: 1.728 / 1.729
Net charge: -1
Multiplicity: 1

Each line ends with the natural charge from an NBO analysis.
CARTESIAN COORDINATES (ANGSTROEM)
O -1.494670 -1.580816 -0.400478  -0.6096
C -0.867271 -2.403772 0.534019  0.9764
O 0.370628 -2.205494 0.589347  -0.8568
O -1.589321 -3.048624 1.288200  -0.7059
C -2.362629 -0.571798 0.027147  -0.1449
H -2.882707 -0.820298 0.956411  0.2094
C -3.027292 0.090475 -1.071340  -0.5072
H -3.034210 -0.464024 -2.015767  0.2266
H -4.002311 0.502208 -0.791549  0.2104
H -1.519437 0.556148 0.458896  0.2363
O -0.629178 1.822582 0.280250  -0.4998
C -0.834492 2.405531 -0.801239  0.5863
C -0.080609 2.855021 -1.809128  -0.5738
C 1.126120 2.118545 -2.311314  0.7606
O 1.386814 2.203105 -3.523145  -0.6843
O 1.729920 1.355683 -1.491274  -0.8454
Tl 1.291090 -0.671121 -0.645295  0.8776
H -2.171250 1.332017 -1.239898  0.1113
H -0.527212 3.622877 -2.441304  0.2329

Forces on atoms 1 to 2 (eV/Å):
O -0.04 0.07 -1.70
C -1.20 0.61 2.53

***

Formula: C6H6OS2
Source: the OMol25 dataset
Level of theory: ωB97M-V/def2-TZVPD

Values from the calculation:
E_HOMO in eV: -8.76
Relative energy (zero: lowest compared OMol25 entry of this formula, charge and spin) in eV: 3.468
E_LUMO in eV: -0.600
Multiplicity: 1

Each line ends with the natural charge from an NBO analysis.
CARTESIAN COORDINATES (ANGSTROEM)
C -0.423407 -1.921538 0.848304  -0.3336
C 0.870020 -1.569885 0.858643  -0.3281
C -1.535759 -1.558913 -0.137718  0.3946
C -0.575959 1.536863 -0.127403  -0.5813
C 0.261920 0.573087 -0.945792  -0.5662
C -2.540428 -0.591358 0.253479  -0.2946
O -1.633238 -2.211956 -1.163665  -0.5473
S -2.313394 0.990238 0.363103  0.5410
S 1.614394 -0.257875 -0.033015  0.2652
H -0.729088 -2.730950 1.500208  0.2348
H 1.582843 -2.036846 1.517175  0.2355
H -0.098031 1.787521 0.819994  0.2420
H -0.762141 2.457322 -0.682956  0.2318
H -0.338279 -0.189698 -1.436497  0.2557
H 0.800509 1.125364 -1.717890  0.2505

Forces on atoms 1 to 2 (eV/Å):
C 0.06 -0.30 0.01
C -1.33 0.86 -0.45

***

The records above give, respectively, electronic energy values of -10411.003, -10408.289, -10408.265, -10407.850, -12459.181, -45970.245, -23294.262, -30033.826 eV.